[1]
The following is a DFT calculation (ωB97M-V with the def2-TZVPD basis set) of a structure of composition C37H38AsIrN6O4SSe.

The geometry in XYZ format:
```
89
Properties=species:S:1:pos:R:3:forces:R:3
H -2.70407 -2.69440 2.96259 -0.01 0.00 0.01
C 1.90876 2.63324 0.91814 0.07 0.03 -0.26
C 2.74441 -3.91664 -5.32337 -0.01 0.01 0.00
H -2.13631 -5.23883 1.49517 0.00 -0.05 -0.04
Se 3.18978 0.87742 -1.59415 0.43 -0.21 -0.05
C -4.26094 1.59850 -0.74434 0.01 -0.01 0.05
N 3.29569 2.37169 -2.44662 -0.43 0.07 -0.28
N 0.75473 -3.85141 0.47115 -0.13 0.15 -0.24
C 0.90685 -3.00704 -4.07049 0.03 0.05 -0.03
C 1.17374 5.17639 0.07637 0.01 0.02 0.00
H 2.59666 4.57224 -3.80425 0.01 -0.01 0.00
H 0.16211 -5.56801 1.55325 -0.09 0.00 0.16
H -2.35155 0.69613 -1.07572 0.04 -0.10 -0.02
O 5.42635 -4.27501 -5.47492 0.00 0.00 0.00
H 0.90172 6.16488 -0.26781 0.01 0.01 0.00
C 1.79717 -2.50969 -3.11995 -0.09 0.04 -0.01
H -2.71412 3.08480 2.47205 0.00 0.00 0.02
C -3.13906 2.65812 1.57325 0.04 0.10 -0.09
C -1.54113 1.01351 3.88113 0.01 -0.02 -0.09
H -1.59859 3.73816 -3.46877 -0.01 0.00 0.02
C 1.29668 -1.81376 -1.91840 0.32 -0.38 0.47
C 2.05328 2.80673 -2.68603 0.30 -0.03 0.02
C 1.77048 3.98050 -3.43460 -0.08 0.16 -0.06
O 5.78752 -3.08418 -3.71294 0.00 -0.01 0.01
C 0.37163 2.46754 3.78840 0.02 -0.04 0.02
C 0.33017 2.59129 5.17012 0.01 0.02 -0.01
H 1.23586 -1.59154 2.48181 0.06 0.11 0.02
H -5.05027 3.56900 1.89138 0.01 0.00 0.00
H 0.79638 -4.37587 -0.39850 0.02 0.03 -0.02
C 3.60681 -3.39676 -4.37620 0.01 -0.03 0.01
H 1.12790 3.00487 3.23508 0.00 0.01 0.01
C -2.94190 1.31979 -0.41597 -0.01 -0.11 0.11
C 0.47581 4.30347 -3.68971 0.16 0.04 -0.02
H -1.15113 1.73458 -2.14747 -0.07 -0.07 0.01
H -3.38574 -3.45176 0.92187 -0.03 0.11 -0.06
N 0.30590 -1.29691 2.18567 0.73 -0.95 -0.54
H -0.86052 4.46469 0.14025 0.00 -0.01 -0.01
C -0.34054 2.35722 -2.47577 -0.11 0.10 -0.01
C -0.13791 -4.52450 1.40653 0.09 0.01 0.11
C -2.32318 -3.21296 0.93251 0.00 -0.03 0.23
C -5.02224 2.40571 0.09192 0.01 -0.03 -0.04
C -0.11094 -3.81550 2.75242 0.34 0.27 -0.02
H -1.58624 -4.94441 -0.13686 -0.07 -0.03 0.02
C -2.36845 1.85055 0.73984 -0.01 -0.13 -0.10
H -2.34321 -1.30897 1.96655 -0.10 0.06 0.00
C -1.57595 1.13473 5.26223 0.03 -0.01 0.02
O 2.12131 -1.52309 -0.98278 -0.32 -0.65 0.36
C -2.03923 -2.33778 2.17496 0.07 0.04 -0.22
H -0.65665 2.02041 6.98554 0.00 0.00 0.00
H -0.78159 -4.35522 3.42599 0.09 -0.01 0.10
H -2.00032 -2.96617 -1.16181 -0.09 0.05 0.06
H -1.19082 -1.89878 -0.22872 0.11 -0.07 -0.32
H -6.05336 2.61995 -0.15468 0.01 0.02 -0.01
As -0.51905 1.48814 1.18628 -0.67 -0.17 0.00
H -2.81861 -1.69467 -0.44865 0.02 -0.05 -0.04
H -4.69276 1.19632 -1.65181 0.00 -0.01 0.01
C -0.57874 3.47637 -3.21720 -0.04 -0.13 0.10
Ir 0.75922 -0.38281 0.23044 0.29 3.48 -1.33
C -0.63111 1.91867 5.90910 -0.03 0.01 0.01
C 2.89231 3.59542 0.72127 -0.10 -0.02 0.00
H 0.23886 5.18127 -4.27467 0.00 0.00 0.00
H -0.15311 -2.82909 -3.94961 -0.01 -0.01 0.00
C -1.56458 -4.54099 0.88078 -0.11 -0.01 -0.01
C 0.18398 4.22513 0.29748 0.08 0.02 0.09
H -2.34798 0.63174 5.82943 -0.01 0.00 -0.01
H 0.69148 -4.09706 -5.90353 0.00 0.00 0.00
S 2.35542 0.97995 1.38692 -0.39 -0.92 0.48
H 0.88406 -3.87182 3.20209 0.03 0.00 -0.03
O 0.07554 -1.53162 -1.76189 -0.32 -0.05 0.75
H -0.67600 -2.07712 3.80289 -0.22 -0.03 0.01
H 3.93670 3.35962 0.88103 0.00 -0.02 -0.03
H 3.27024 5.61436 0.13296 -0.01 0.01 0.01
C 1.38020 -3.70950 -5.16616 -0.01 0.00 -0.01
N 1.39050 0.89368 -1.49666 0.24 0.12 0.46
C -0.55953 1.66733 3.13233 -0.07 -0.20 0.02
C 3.16590 -2.69945 -3.27276 0.00 0.02 0.01
H -2.32193 0.44793 3.39022 -0.05 -0.09 -0.08
C 0.99071 1.99379 -2.17553 -0.24 -0.42 0.19
H 1.70597 -3.85941 0.82732 -0.01 0.10 -0.02
H 3.87780 -2.31944 -2.55552 0.00 -0.03 0.02
C 0.56871 2.96761 0.72184 0.25 -0.09 0.02
H 1.05217 3.22381 5.66856 0.01 -0.01 0.00
N 5.06510 -3.60485 -4.53654 0.01 0.03 -0.02
C 2.50911 4.86439 0.30253 -0.02 0.04 0.00
C -0.61467 -2.36525 2.75160 -0.35 -0.16 -0.34
H 3.14441 -4.46874 -6.16166 0.00 0.01 -0.01
H 0.11597 -0.46852 2.74574 0.11 0.02 0.12
C -4.45999 2.93528 1.24313 0.03 0.00 0.05
N -2.08801 -2.39741 -0.31704 0.22 0.04 0.34
```
Positions in Å, forces in eV/Å.

E_tot (Ha): -7201.4136
Relative energy (zero: lowest compared OMol25 entry of this formula, charge and spin) (kcal per mole): 50.1
Charge: +2
HOMO energy (eV): -12.954

=====

[2]
The following is a DFT calculation (ωB97M-V with the def2-TZVPD basis set) of the ion C7H9ClN5 with charge +1.

The geometry in XYZ format:
```
22
Properties=species:S:1:pos:R:3:forces:R:3
H 0.87831 -2.46622 -0.02930 -0.18 0.23 -0.11
N -3.57348 0.13074 0.65418 -0.63 -0.01 0.18
N 1.74490 -0.93463 1.03474 0.31 -0.01 0.38
H 2.38942 2.19189 0.50848 -0.09 -0.12 0.02
C -2.29287 0.04742 0.24108 0.98 0.07 -0.23
N -0.26046 -0.73511 -0.18825 -0.42 -0.13 -0.06
H -4.11144 -0.71121 0.75484 -0.10 0.11 -0.03
C 2.12451 0.26239 1.19593 -0.35 -0.37 -0.44
H 1.22204 -1.12221 -2.34328 -0.10 -0.11 -0.22
N -0.23215 0.58464 -0.40846 -0.52 0.02 -0.10
C 1.00540 1.19213 -0.70784 1.66 -2.52 -0.83
C -1.47910 -1.09846 0.21792 -0.20 0.58 -0.02
H 1.00540 1.95434 -1.47092 -0.05 0.03 0.07
N 1.85756 1.34038 0.38147 -0.09 0.47 0.14
H -1.66143 2.13731 -0.27946 0.02 0.21 -0.06
H -4.07547 0.99315 0.54048 -0.08 -0.12 -0.03
C 1.74612 -1.02881 -1.41110 -0.95 2.51 0.71
Cl 3.02881 0.65968 2.58526 0.25 0.20 0.23
C -1.45832 1.09095 -0.17381 -0.30 -0.44 0.32
H 2.81631 -0.98943 -1.41002 0.32 -0.12 -0.02
C 1.04705 -1.38655 -0.14846 0.48 -0.20 0.00
H -1.72111 -2.11240 0.45651 0.06 -0.29 0.09
```
Positions in Å, forces in eV/Å.

E_tot (Ha): -1005.7619
Relative energy (zero: lowest compared OMol25 entry of this formula, charge and spin) (kcal per mole): 43.8
Charge: +1
HOMO energy (alpha / beta) (eV): -12.247 / -12.154